{
  "formula": "C16H14F2N2O",
  "method": "wB97M-V/def2-TZVPD",
  "species": ["F", "F", "O", "N", "N", "C", "C", "C", "C", "C", "C", "C", "C", "C", "C", "C", "C", "C", "C", "C", "C", "H", "H", "H", "H", "H", "H", "H", "H", "H", "H", "H", "H", "H", "H"],
  "xyz": [[1.78, -0.73, 1.37], [-1.21, -2.19, -1.96], [-1.14, -1.87, 1.60], [-1.63, -0.02, 0.36], [0.94, 1.28, -1.69], [2.18, 1.74, -1.61], [-3.64, -0.50, 1.91], [1.55, -1.29, 0.17], [2.71, 2.29, -0.45], [2.63, -1.64, -0.62], [-0.92, -1.13, 0.67], [1.90, 2.39, 0.67], [-2.73, 0.43, 1.18], [-1.24, 0.82, -0.76], [0.59, 1.92, 0.59], [0.05, -2.01, -1.51], [0.23, -1.44, -0.26], [1.11, -2.39, -2.32], [0.16, 1.37, -0.61], [2.40, -2.20, -1.86], [-2.69, 0.38, 2.68], [-3.43, -1.55, 1.88], [-1.94, 1.65, -0.83], [-1.30, 0.27, -1.70], [-3.08, 1.22, 3.23], [3.73, 2.64, -0.43], [-0.07, 1.97, 1.44], [3.23, -2.48, -2.48], [2.76, 1.64, -2.51], [2.27, 2.81, 1.58], [-1.85, -0.11, 3.15], [3.63, -1.49, -0.24], [-4.70, -0.26, 1.91], [-3.19, 1.31, 0.74], [0.91, -2.82, -3.28]],
  "homo_ev": -8.9,
  "charge": 0,
  "homo_lumo_gap_ev": 9.7,
  "smiles": "O=C(c1c(F)cccc1F)N(Cc1ccccn1)C1CC1"
}



{
  "formula": "C16H14F5N2O2PtS2Te",
  "method": "wB97M-V/def2-TZVPD",
  "species": ["Pt", "Te", "S", "S", "F", "F", "F", "F", "F", "O", "O", "N", "N", "C", "C", "C", "C", "C", "C", "C", "C", "C", "C", "C", "C", "C", "C", "C", "C", "H", "H", "H", "H", "H", "H", "H", "H", "H", "H", "H", "H", "H", "H"],
  "xyz": [[-1.10, 0.93, 1.15], [-3.56, -0.07, 2.81], [1.57, 3.28, -1.90], [-1.00, 2.28, -0.64], [-2.77, 1.19, 4.01], [-3.96, -1.38, 4.07], [-2.78, -1.59, 1.95], [-5.04, -0.78, 1.85], [-5.03, 0.95, 3.44], [-1.06, -0.12, 2.91], [-3.10, 1.00, 1.36], [1.51, 1.50, -0.04], [0.86, 0.71, 0.90], [1.47, -3.30, 3.59], [0.41, 3.32, -3.30], [1.87, -2.29, 2.74], [0.29, 2.01, -4.02], [0.72, 2.22, -0.76], [-0.62, -2.18, 3.90], [0.21, -3.24, 4.17], [-0.24, -1.14, 3.04], [-0.90, 1.30, -4.01], [1.39, 1.45, -4.67], [0.12, -0.50, -5.24], [1.04, -1.19, 2.42], [1.31, 0.21, -5.28], [3.07, -0.25, 1.19], [-0.99, 0.05, -4.61], [1.59, -0.19, 1.49], [0.86, 4.08, -3.95], [-1.92, -0.50, -4.57], [3.28, -1.10, 0.54], [2.14, -4.12, 3.79], [0.06, -1.48, -5.69], [2.33, 2.00, -4.68], [-1.61, -2.13, 4.33], [3.38, 0.65, 0.68], [2.84, -2.36, 2.29], [2.18, -0.21, -5.77], [3.63, -0.38, 2.12], [-1.77, 1.72, -3.51], [-0.55, 3.68, -2.96], [-0.12, -4.02, 4.84]],
  "homo_ev": -5.3,
  "charge": -1,
  "homo_lumo_gap_ev": 7.5,
  "relative_energy_kj_mol": 108.6
}



{
  "formula": "C16H14F6INO5ReSb",
  "method": "wB97M-V/def2-TZVPD",
  "species": ["Re", "I", "Sb", "F", "F", "F", "F", "F", "F", "O", "O", "O", "O", "O", "N", "C", "C", "C", "C", "C", "C", "C", "C", "C", "C", "C", "C", "C", "C", "C", "C", "H", "H", "H", "H", "H", "H", "H", "H", "H", "H", "H", "H", "H", "H"],
  "xyz": [[-1.20, -0.69, 1.07], [-1.13, -3.30, 0.66], [-2.16, 2.43, -0.02], [-3.23, 1.89, -1.52], [-0.63, 1.78, -1.11], [-3.22, 0.87, 0.82], [-1.68, -0.51, -0.65], [-3.03, 3.41, 1.39], [-1.92, 4.11, -0.89], [1.51, -0.51, 1.28], [-0.91, 1.57, 1.47], [-0.74, -0.62, 2.83], [0.17, 3.37, 0.94], [-0.86, 0.89, 4.47], [-2.82, 1.28, -5.58], [-1.83, -0.47, -4.00], [3.54, 0.54, 1.34], [2.06, 0.77, 1.01], [-0.27, 0.34, 3.58], [-2.54, -1.63, -3.69], [-0.69, -2.40, -2.34], [1.90, -0.58, 2.65], [0.01, -1.22, -2.65], [-2.40, 0.51, -4.86], [1.21, 0.66, 3.25], [-0.55, -0.27, -3.48], [0.16, 2.30, 1.49], [-0.11, -3.40, -1.45], [3.42, -0.33, 2.61], [1.41, 1.68, 2.10], [-1.97, -2.59, -2.87], [-0.03, 0.65, -3.70], [-2.52, -3.48, -2.61], [0.94, -3.24, -1.20], [3.76, 0.19, 3.50], [3.97, -1.26, 2.52], [1.66, 1.02, 4.18], [1.85, 1.08, -0.01], [-0.31, -4.43, -1.73], [4.10, 1.46, 1.49], [0.98, -1.06, -2.23], [2.07, 2.50, 2.39], [-3.54, -1.76, -4.07], [3.99, -0.02, 0.53], [1.59, -1.53, 3.08]],
  "homo_ev": [-9.0, -8.9],
  "multiplicity": 3,
  "charge": 0,
  "homo_lumo_gap_ev": [7.3, 7.1],
  "relative_energy_kj_mol": 207.2
}



{
  "formula": "C16H14N2O5S3Sn",
  "method": "wB97M-V/def2-TZVPD",
  "species": ["Sn", "S", "S", "S", "O", "O", "O", "O", "O", "N", "N", "C", "C", "C", "C", "C", "C", "C", "C", "C", "C", "C", "C", "C", "C", "C", "C", "H", "H", "H", "H", "H", "H", "H", "H", "H", "H", "H", "H", "H", "H"],
  "xyz": [[-0.09, -0.83, -0.70], [1.44, 1.17, -0.01], [-0.79, 0.02, -3.20], [-2.01, -4.10, 0.36], [-2.00, 0.69, -0.57], [-2.85, -1.72, 0.99], [2.02, -1.75, -0.36], [4.06, -2.60, -0.52], [-4.11, -1.26, 2.75], [0.01, -1.27, 2.18], [-2.60, 1.19, -1.60], [5.99, 0.95, -0.14], [3.18, 0.92, -0.08], [-4.43, 2.50, -2.38], [5.28, -0.22, -0.29], [-3.98, 2.34, -3.69], [-2.86, 1.59, -3.92], [-2.15, 0.99, -2.87], [-0.87, -1.27, 3.33], [-2.11, -2.49, 0.24], [-2.00, -2.30, 3.19], [-3.71, 1.91, -1.37], [3.90, 2.11, 0.08], [3.29, -1.66, -0.40], [5.28, 2.13, 0.05], [-3.11, -1.76, 2.32], [3.89, -0.27, -0.25], [5.80, 3.07, 0.19], [0.56, -2.13, 2.14], [-3.98, 1.98, -0.33], [-1.59, -3.22, 2.75], [7.07, 0.96, -0.18], [5.79, -1.17, -0.44], [-2.42, -2.52, 4.17], [-2.48, 1.43, -4.92], [-4.53, 2.79, -4.51], [0.68, -0.51, 2.24], [3.34, 3.02, 0.23], [-5.32, 3.06, -2.15], [-1.30, -0.27, 3.43], [-0.32, -1.49, 4.27]],
  "homo_ev": [-4.2, -4.8],
  "multiplicity": 2,
  "charge": -1,
  "homo_lumo_gap_ev": [6.7, 6.1],
  "relative_energy_kj_mol": 110.7
}



{
  "formula": "C16H14O5",
  "method": "wB97M-V/def2-TZVPD",
  "species": ["O", "O", "O", "O", "O", "C", "C", "C", "C", "C", "C", "C", "C", "C", "C", "C", "C", "C", "C", "C", "C", "H", "H", "H", "H", "H", "H", "H", "H", "H", "H", "H", "H", "H", "H"],
  "xyz": [[1.60, 0.25, -1.68], [0.22, 4.28, 0.57], [0.07, -2.06, -2.40], [0.16, 2.30, -0.40], [3.17, -0.55, 1.58], [2.48, 0.52, -0.59], [-2.56, -0.12, -0.98], [2.48, -0.65, 0.36], [-1.89, 1.03, -0.58], [-0.49, 1.17, -0.79], [-0.97, -2.91, -2.60], [-2.14, -2.41, -2.14], [0.27, 0.16, -1.40], [0.99, 0.46, 2.21], [-2.56, 2.12, 0.07], [1.78, -0.71, 1.66], [-0.46, 3.34, 0.23], [1.28, -2.05, 2.15], [-1.83, -1.12, -1.60], [-1.89, 3.22, 0.45], [-0.44, -0.97, -1.80], [-3.10, -2.88, -2.18], [-0.73, -3.84, -3.07], [1.00, 0.43, 3.29], [3.46, 0.61, -1.06], [0.27, -2.23, 1.78], [1.41, 1.41, 1.90], [1.27, -2.07, 3.24], [-2.37, 4.05, 0.94], [2.63, -1.60, -0.16], [-0.05, 0.40, 1.87], [-3.62, -0.22, -0.82], [-3.63, 2.03, 0.23], [1.94, -2.85, 1.80], [2.24, 1.46, -0.09]],
  "homo_ev": -8.6,
  "charge": 0,
  "homo_lumo_gap_ev": 8.5,
  "smiles": "CC1(C)O[C@@H]1COc1c2occc2cc2ccc(=O)oc12",
  "relative_energy_kj_mol": 0.0
}



{
  "formula": "C16H15AuBF2N5",
  "method": "wB97M-V/def2-TZVPD",
  "species": ["Au", "F", "F", "N", "N", "N", "N", "N", "C", "C", "C", "C", "C", "C", "C", "C", "C", "C", "C", "C", "C", "C", "C", "C", "B", "H", "H", "H", "H", "H", "H", "H", "H", "H", "H", "H", "H", "H", "H", "H"],
  "xyz": [[-0.07, 0.60, 0.35], [2.66, 2.05, -0.25], [1.94, 2.26, 1.91], [1.24, 0.43, -1.97], [2.00, 0.03, 0.93], [2.65, -2.00, 0.42], [-1.54, 0.87, -1.00], [-2.39, 0.62, -2.99], [-4.81, 1.16, -2.42], [2.30, -0.66, 2.17], [-1.27, 0.57, -2.25], [3.02, -2.46, 4.09], [2.25, -0.87, -0.10], [2.71, -1.94, 1.83], [3.08, -2.88, 2.77], [-3.46, 0.96, -2.17], [-2.91, 1.11, -0.90], [-5.04, 1.67, -0.05], [-5.59, 1.51, -1.34], [2.12, -0.65, -1.60], [2.61, -1.17, 4.43], [2.24, -0.23, 3.48], [-3.70, 1.47, 0.19], [0.09, 0.19, -2.85], [2.17, 1.53, 0.85], [-6.65, 1.68, -1.48], [1.73, 1.28, -2.19], [2.86, -2.83, -0.12], [0.21, 0.76, -3.77], [-5.69, 1.95, 0.77], [-2.44, 0.47, -3.99], [3.41, -3.87, 2.49], [1.92, 0.76, 3.77], [3.14, -0.50, -1.98], [0.04, -0.86, -3.15], [3.31, -3.16, 4.87], [1.77, -1.60, -2.01], [-5.23, 1.05, -3.41], [2.59, -0.89, 5.48], [-3.27, 1.60, 1.18]],
  "homo_ev": -14.5,
  "charge": 2,
  "homo_lumo_gap_ev": 7.2,
  "relative_energy_kj_mol": 0.0
}



{
  "formula": "C16H15CeN",
  "method": "wB97M-V/def2-TZVPD",
  "species": ["Ce", "N", "C", "C", "C", "C", "C", "C", "C", "C", "C", "C", "C", "C", "C", "C", "C", "C", "H", "H", "H", "H", "H", "H", "H", "H", "H", "H", "H", "H", "H", "H", "H"],
  "xyz": [[-0.07, -1.60, -0.38], [-1.37, -1.41, -1.80], [-2.05, -4.15, -0.57], [-1.08, 4.99, 2.00], [1.63, -3.16, -1.79], [2.59, -1.41, -0.59], [-0.79, 3.64, 1.84], [-0.37, 5.40, -0.29], [0.21, 0.56, 0.44], [-0.03, 1.79, 0.48], [2.36, -2.50, 0.32], [-0.29, 3.16, 0.62], [1.76, -3.57, -0.42], [2.15, -1.82, -1.89], [-1.42, -3.45, 0.38], [-0.87, 5.88, 0.93], [-1.04, -3.07, 1.61], [-0.07, 4.05, -0.45], [2.20, -1.22, -2.81], [2.99, -0.43, -0.33], [2.63, -2.51, 1.38], [-2.66, -5.04, -0.35], [0.33, 3.67, -1.39], [-1.10, 6.94, 1.05], [-1.88, -1.02, -2.60], [-0.22, 6.09, -1.13], [-0.16, -3.51, 2.11], [-1.99, -3.87, -1.63], [1.22, -3.76, -2.60], [-1.47, 5.35, 2.95], [-1.65, -2.42, 2.25], [-0.95, 2.93, 2.66], [1.46, -4.53, -0.01]],
  "homo_ev": -7.9,
  "charge": 0,
  "homo_lumo_gap_ev": 6.9
}



{
  "formula": "C16H15Cl3GeMoN4O6S3",
  "method": "wB97M-V/def2-TZVPD",
  "species": ["Mo", "Ge", "Cl", "Cl", "Cl", "S", "S", "S", "O", "O", "O", "O", "O", "O", "N", "N", "N", "N", "C", "C", "C", "C", "C", "C", "C", "C", "C", "C", "C", "C", "C", "C", "C", "C", "H", "H", "H", "H", "H", "H", "H", "H", "H", "H", "H", "H", "H", "H", "H"],
  "xyz": [[0.34, -0.40, 0.11], [-0.77, 1.41, -1.39], [-2.60, 2.36, -0.78], [-1.20, 0.62, -3.38], [0.55, 3.08, -1.78], [3.46, -1.24, 1.18], [-0.77, -1.45, 2.00], [-1.98, -1.14, -0.59], [1.53, -0.09, -1.45], [3.18, -0.09, -2.93], [1.09, 2.58, 2.74], [0.34, 1.35, 1.03], [3.87, -1.81, 2.43], [3.43, -2.13, 0.03], [2.02, -0.53, 1.31], [-5.13, -3.13, -0.22], [-3.28, -3.60, 3.77], [0.65, -2.47, -0.64], [1.90, -2.10, -2.74], [1.11, 1.55, 2.12], [-3.19, -2.59, 1.39], [4.61, 0.06, 0.84], [0.60, -2.58, -2.12], [-2.14, -1.81, 0.99], [2.28, -0.67, -2.39], [7.48, 3.13, -0.02], [5.87, 0.00, 1.42], [6.79, 1.00, 1.14], [-4.27, -2.89, 0.50], [6.47, 2.05, 0.29], [1.94, 0.35, 2.49], [5.20, 2.10, -0.27], [-3.24, -3.15, 2.71], [4.27, 1.11, -0.01], [2.74, -2.72, -2.45], [-0.02, -3.11, -0.22], [1.47, -0.17, 3.33], [0.41, -3.62, -2.40], [8.38, 3.01, 0.58], [-0.24, -1.98, -2.48], [2.92, 0.68, 2.82], [3.29, 1.16, -0.47], [1.59, -2.74, -0.32], [7.06, 4.12, 0.18], [7.76, 3.10, -1.07], [1.82, -2.14, -3.83], [6.10, -0.81, 2.09], [4.93, 2.91, -0.93], [7.77, 0.96, 1.60]],
  "homo_ev": [-6.4, -6.4],
  "multiplicity": 2,
  "charge": -1,
  "homo_lumo_gap_ev": [6.8, 7.3],
  "relative_energy_kj_mol": 0.0
}



{
  "formula": "C16H15ClGdS",
  "method": "wB97M-V/def2-TZVPD",
  "species": ["Gd", "Cl", "S", "C", "C", "C", "C", "C", "C", "C", "C", "C", "C", "C", "C", "C", "C", "C", "C", "H", "H", "H", "H", "H", "H", "H", "H", "H", "H", "H", "H", "H", "H", "H"],
  "xyz": [[-0.64, -0.26, 0.87], [0.10, -2.46, 1.66], [-0.34, 2.20, 2.19], [-0.28, 0.98, 3.41], [-1.49, 0.43, 3.93], [1.79, 1.12, -1.71], [2.85, 0.18, 0.12], [-2.10, 1.11, -0.98], [0.98, -0.39, 5.00], [2.39, 1.41, -0.45], [1.88, -0.29, -1.93], [-1.90, -1.16, -1.35], [-1.53, 0.13, -1.85], [2.54, -0.87, -0.80], [0.96, 0.51, 3.94], [-1.46, -0.46, 5.01], [-0.23, -0.87, 5.53], [-2.74, -0.98, -0.21], [-2.87, 0.43, 0.03], [-3.29, 0.92, 0.91], [-0.21, -1.57, 6.37], [-2.00, 2.20, -1.12], [2.42, 2.38, 0.04], [1.46, -0.84, -2.76], [2.71, -1.94, -0.63], [-0.98, 0.33, -2.78], [-2.40, -0.82, 5.44], [3.29, 0.06, 1.12], [1.94, -0.72, 5.43], [1.28, 1.82, -2.35], [-1.60, -2.10, -1.83], [-3.05, -1.79, 0.46], [1.88, 0.93, 3.54], [-2.43, 0.82, 3.54]],
  "homo_ev": [-3.4, -3.4],
  "multiplicity": 8,
  "charge": -1,
  "homo_lumo_gap_ev": [4.4, 6.1]
}



{
  "formula": "C16H15FeNO5",
  "method": "wB97M-V/def2-TZVPD",
  "species": ["Fe", "O", "O", "O", "O", "O", "N", "C", "C", "C", "C", "C", "C", "C", "C", "C", "C", "C", "C", "C", "C", "C", "C", "H", "H", "H", "H", "H", "H", "H", "H", "H", "H", "H", "H", "H", "H", "H"],
  "xyz": [[-1.43, -0.07, 1.37], [7.34, 0.03, 2.68], [3.99, 1.84, -0.49], [8.18, -1.67, 1.52], [0.25, -0.50, 3.79], [0.55, -1.89, 0.11], [7.31, -0.79, 1.73], [-2.11, 1.01, -0.16], [2.84, 2.52, -0.09], [2.15, 2.07, 1.12], [-2.65, 1.35, 2.08], [-1.86, 1.84, 0.98], [-0.55, -0.29, 2.96], [-0.35, -1.24, 0.47], [-3.41, 0.22, 1.60], [4.40, 0.57, -0.18], [-3.07, 0.01, 0.22], [6.18, -1.60, -0.27], [5.14, -1.49, -1.20], [6.21, -0.71, 0.83], [5.29, 0.35, 0.89], [4.17, -0.49, -1.10], [1.95, 2.83, -1.34], [2.51, 2.59, -2.26], [3.22, 3.50, 0.26], [5.12, -2.18, -2.04], [3.34, -0.43, -1.82], [1.59, 1.12, 1.12], [1.85, 2.90, 1.78], [-1.23, 2.73, 0.99], [5.35, 1.05, 1.72], [-4.16, -0.32, 2.17], [6.99, -2.31, -0.39], [1.70, 3.91, -1.34], [-3.51, -0.74, -0.43], [0.99, 2.29, -1.33], [-2.73, 1.80, 3.06], [-1.70, 1.16, -1.16]],
  "homo_ev": [0.9, -1.2],
  "multiplicity": 5,
  "charge": -2,
  "homo_lumo_gap_ev": [4.2, 6.1],
  "relative_energy_kj_mol": 40.4
}



{
  "formula": "C16H15N3O2PdS2",
  "method": "wB97M-V/def2-TZVPD",
  "species": ["Pd", "S", "S", "O", "O", "N", "N", "N", "C", "C", "C", "C", "C", "C", "C", "C", "C", "C", "C", "C", "C", "C", "C", "C", "H", "H", "H", "H", "H", "H", "H", "H", "H", "H", "H", "H", "H", "H", "H"],
  "xyz": [[-0.46, -0.82, 0.74], [-3.39, -0.09, 4.13], [-1.80, -2.00, 2.40], [-1.24, 1.48, 0.10], [-1.12, -0.99, -1.18], [-0.94, 0.33, 3.36], [0.04, 0.18, 2.50], [1.82, -0.44, 0.62], [-5.13, -1.19, -0.21], [-2.36, -1.02, -0.80], [1.26, 0.58, 2.70], [-4.42, -2.33, -0.57], [2.67, -0.68, -0.37], [-4.49, 0.03, -0.16], [2.21, 0.36, 1.65], [3.50, 0.92, 1.68], [-1.94, -0.50, 3.25], [-4.48, -1.46, 3.65], [-2.43, 1.42, -0.20], [-3.24, 2.69, -0.28], [-3.08, -2.25, -0.87], [-3.12, 0.15, -0.43], [3.96, -0.16, -0.39], [4.38, 0.65, 0.66], [-2.52, -3.12, -1.18], [-4.92, -3.28, -0.62], [-5.43, -1.26, 4.14], [4.61, -0.39, -1.23], [3.78, 1.55, 2.51], [-3.81, 2.81, 0.64], [1.56, 1.04, 3.63], [-4.61, -1.47, 2.57], [5.37, 1.06, 0.67], [-3.93, 2.67, -1.12], [-6.18, -1.25, 0.04], [-4.06, -2.40, 3.98], [-5.05, 0.90, 0.14], [-2.57, 3.54, -0.37], [2.30, -1.32, -1.16]],
  "homo_ev": [-7.5, -7.5],
  "charge": 0,
  "homo_lumo_gap_ev": [6.2, 6.2]
}



{
  "formula": "C16H15N3OS",
  "method": "wB97M-V/def2-TZVPD",
  "species": ["S", "O", "N", "N", "N", "C", "C", "C", "C", "C", "C", "C", "C", "C", "C", "C", "C", "C", "C", "C", "C", "H", "H", "H", "H", "H", "H", "H", "H", "H", "H", "H", "H", "H", "H", "H"],
  "xyz": [[1.05, 3.34, -2.18], [-0.18, -0.37, 2.76], [-0.01, 0.82, -2.21], [-0.83, 2.25, -3.74], [-1.41, 1.04, -3.86], [1.75, 2.54, -0.69], [1.12, -3.75, 2.67], [0.76, 1.05, 1.04], [-1.19, 2.92, 1.65], [0.11, -1.88, 0.88], [-1.17, 1.72, 2.33], [0.72, 2.26, 0.36], [0.74, -2.51, 3.12], [-0.19, 0.77, 2.01], [0.50, -3.13, 0.44], [0.24, -1.56, 2.23], [1.01, -4.07, 1.32], [0.01, 2.07, -2.74], [-0.91, 0.19, -2.94], [-1.33, -1.22, -2.82], [-0.26, 3.20, 0.67], [-1.89, 1.49, 3.09], [-0.29, 4.13, 0.13], [2.49, 3.25, -0.34], [-2.11, 0.89, -4.57], [-1.11, -1.59, -1.82], [0.81, -2.24, 4.17], [1.50, -4.48, 3.36], [1.53, 0.33, 0.81], [-0.29, -1.15, 0.19], [1.31, -5.04, 0.97], [2.24, 1.62, -1.02], [-2.39, -1.32, -3.03], [-1.95, 3.65, 1.89], [0.41, -3.38, -0.61], [-0.77, -1.83, -3.54]],
  "homo_ev": -8.2,
  "charge": 0,
  "homo_lumo_gap_ev": 8.9,
  "smiles": "Cc1nc(SCc2cccc(Oc3ccccc3)c2)n[nH]1",
  "relative_energy_kj_mol": 69.5
}



Which formula does entry 6 have? C16H15AuBF2N5